# 1
Formula: H2KO
Source: the OMol25 dataset
Level of theory: ωB97M-V with the def2-TZVPD basis set

The geometry in XYZ format:
```
4
Properties=species:S:1:pos:R:3:forces:R:3:mulliken_charge:R:1
K -1.536554 0.951154 -1.732748 0.260 -0.007 0.194 0.97
O 0.422877 -0.072778 0.286187 -0.561 0.202 -0.558 -0.60
H 1.086133 0.044277 0.966348 0.272 0.173 0.178 0.30
H 0.027543 -0.922654 0.480213 0.029 -0.368 0.187 0.33
```
Forces are in eV/Å.

Computed properties:
Relative energy (zero: lowest compared OMol25 entry of this formula, charge and spin): 2.6 kcal/mol
Net charge: +1
Strongest force on any atom: 0.82 eV/Å
Frontier orbital gap: 11.91 eV
E_LUMO: -4.32 eV

---

# 2
Formula: H2N2O
Source: the OMol25 dataset
Level of theory: ωB97M-V with the def2-TZVPD basis set

The geometry in XYZ format:
```
5
Properties=species:S:1:pos:R:3:forces:R:3:mulliken_charge:R:1
N -0.616023 0.171827 0.304010 -1.059 0.824 1.567 -0.16
N 0.639323 0.212623 -0.290991 0.342 -0.667 -1.199 -0.18
O -0.047871 -1.061548 -0.056960 0.536 0.006 -0.521 -0.19
H -1.332252 0.424760 -0.391041 0.576 -0.232 -0.242 0.26
H 1.356824 0.252338 0.434983 -0.394 0.068 0.395 0.27
```
Forces are in eV/Å.

Computed properties:
Relative energy (zero: lowest compared OMol25 entry of this formula, charge and spin): 128.1 kcal/mol
Net charge: 0
Strongest force on any atom: 2.06 eV/Å
Frontier orbital gap: 11.89 eV
E_LUMO: 1.49 eV
SMILES: [nH]1[nH]o1

---

# 3
Formula: H2N2O2
Source: the OMol25 dataset
Level of theory: ωB97M-V with the def2-TZVPD basis set

The geometry in XYZ format:
```
6
Properties=species:S:1:pos:R:3:forces:R:3:mulliken_charge:R:1
N -0.664145 -0.653238 0.883969 -4.899 -0.280 -3.238 -0.47
N 0.470931 0.870231 -1.223673 0.763 1.187 -2.017 0.71
O 0.923006 0.017954 -1.977937 -1.596 0.935 3.198 -0.39
O -0.044956 1.094036 -0.162285 0.957 -1.439 -1.376 -0.32
H -0.876827 -0.362033 1.758967 -0.084 1.291 3.539 0.22
H 0.191990 -0.966949 0.720960 4.858 -1.693 -0.106 0.24
```
Forces are in eV/Å.

Computed properties:
Relative energy (zero: lowest compared OMol25 entry of this formula, charge and spin): 106.9 kcal/mol
Net charge: 0
Strongest force on any atom: 5.88 eV/Å
Frontier orbital gap (alpha / beta): 9.44 / 9.62 eV
E_LUMO (alpha / beta): -0.91 / -0.25 eV

---

# 4
Formula: H2N2O3
Source: the OMol25 dataset
Level of theory: ωB97M-V with the def2-TZVPD basis set

The geometry in XYZ format:
```
7
Properties=species:S:1:pos:R:3:forces:R:3:mulliken_charge:R:1
N -2.871893 0.461427 -0.383385 -1.265 0.749 -0.702 -0.33
N -1.987701 -0.030937 0.064563 -1.081 0.548 -0.409 0.81
O 1.565118 0.685058 0.208345 0.068 0.742 0.002 -0.33
O -1.071207 -0.545292 0.527762 1.792 -1.280 1.337 -0.46
O 1.293238 -0.613436 -0.302198 0.370 -0.701 -0.192 -0.35
H 1.328154 -0.457946 -1.254787 0.144 0.171 0.102 0.32
H 1.744288 0.501124 1.139702 -0.029 -0.229 -0.137 0.32
```
Forces are in eV/Å.

Computed properties:
Relative energy (zero: lowest compared OMol25 entry of this formula, charge and spin): 3.8 kcal/mol
Net charge: 0
Strongest force on any atom: 2.58 eV/Å
Frontier orbital gap: 10.91 eV
E_LUMO: 0.97 eV
SMILES: N#[N+][O-].OO

---

# 5
Formula: H2N2O3S
Source: the OMol25 dataset
Level of theory: ωB97M-V with the def2-TZVPD basis set

The geometry in XYZ format:
```
8
Properties=species:S:1:pos:R:3:forces:R:3:mulliken_charge:R:1
N 1.737692 0.825838 -0.015996 -3.033 1.888 0.578 -0.47
N 2.797287 0.130002 0.008499 1.246 -1.014 -0.377 1.26
O 2.546547 -1.112872 -0.082397 0.044 -1.733 -0.023 -0.60
O 3.903526 0.562986 0.080725 1.063 0.687 0.039 -0.64
O -0.846385 0.367364 0.280060 0.557 -0.095 -1.590 -0.47
S 0.612963 -0.421239 0.238224 -0.587 -0.607 -1.656 0.34
H -1.187088 0.738635 1.097578 0.639 -0.175 0.531 0.36
H 0.413551 -0.958153 -1.152484 0.071 1.049 2.498 0.24
```
Forces are in eV/Å.

Computed properties:
Relative energy (zero: lowest compared OMol25 entry of this formula, charge and spin): 79.8 kcal/mol
Net charge: 0
Strongest force on any atom: 3.62 eV/Å
Frontier orbital gap: 10.13 eV
E_LUMO: -0.11 eV

---

# 6
Formula: H2N2O3S
Source: the OMol25 dataset
Level of theory: ωB97M-V with the def2-TZVPD basis set

The geometry in XYZ format:
```
8
Properties=species:S:1:pos:R:3:forces:R:3:mulliken_charge:R:1
N 0.479655 0.764808 -0.043588 -1.308 0.398 -0.677 -0.38
N 0.154141 -1.446318 0.224378 -0.596 -1.978 0.113 -0.18
O -4.588004 0.479829 0.685080 0.156 0.124 -0.317 -0.36
O -2.949507 -1.118737 -0.170518 -0.081 0.373 -0.235 -0.40
O 0.852247 -0.413656 0.358223 1.459 1.213 0.361 0.08
S -3.621393 0.143918 -0.316745 -0.094 -0.451 0.541 0.74
H 1.250486 1.405515 0.168172 0.214 -0.623 0.274 0.23
H -0.761096 -1.294686 -0.226210 0.250 0.944 -0.060 0.29
```
Forces are in eV/Å.

Computed properties:
Relative energy (zero: lowest compared OMol25 entry of this formula, charge and spin): 77.3 kcal/mol
Net charge: 0
Strongest force on any atom: 2.07 eV/Å
Frontier orbital gap (alpha / beta): 8.69 / 8.47 eV
E_LUMO (alpha / beta): -1.36 / -1.36 eV

---

# 7
Formula: H2N2O3S
Source: the OMol25 dataset
Level of theory: ωB97M-V with the def2-TZVPD basis set

The geometry in XYZ format:
```
8
Properties=species:S:1:pos:R:3:forces:R:3:mulliken_charge:R:1
N -0.518852 -1.120828 0.733054 -0.410 -2.137 -1.811 -0.47
N 0.923428 1.456496 -0.437757 0.697 0.470 2.526 0.59
O 0.916272 1.215449 0.764616 -0.150 -0.042 -1.129 -0.36
O 1.625439 2.257947 -0.957069 -0.409 -0.179 -1.077 -0.38
O -1.465732 -1.033158 -1.533958 -0.422 0.521 0.390 -0.47
S -1.480847 -0.236685 -0.283841 0.825 -0.970 -0.803 0.49
H 0.048529 -1.874744 0.265878 -0.986 1.209 0.518 0.30
H -0.048238 -0.664480 1.449075 0.856 1.129 1.385 0.31
```
Forces are in eV/Å.

Computed properties:
Relative energy (zero: lowest compared OMol25 entry of this formula, charge and spin): 59.9 kcal/mol
Net charge: 0
Strongest force on any atom: 2.83 eV/Å
Frontier orbital gap (alpha / beta): 5.49 / 9.95 eV
E_LUMO (alpha / beta): -2.66 / -0.84 eV

---

# 8
Formula: H2N2O3S2
Source: the OMol25 dataset
Level of theory: ωB97M-V with the def2-TZVPD basis set

The geometry in XYZ format:
```
9
Properties=species:S:1:pos:R:3:forces:R:3:mulliken_charge:R:1
N 0.799978 1.515353 -0.157774 -0.630 -3.382 -0.340 -0.51
N 0.801127 -2.264776 0.062658 1.741 -0.790 0.670 -0.41
O -0.431204 -0.357490 -1.176544 -0.444 2.369 0.467 -0.23
O -1.711757 1.706874 -0.226749 -0.535 -0.990 0.403 -0.48
O -0.802700 -0.430545 1.074670 0.456 2.026 -2.108 -0.31
S -0.567228 0.870591 -0.102050 1.617 -0.194 -0.465 0.90
S -0.484950 -1.609483 -0.097565 -2.204 -1.902 0.595 0.49
H 0.746289 2.401125 0.215865 -0.016 2.685 1.027 0.28
H 1.650448 -1.831645 0.407486 0.015 0.178 -0.249 0.28
```
Forces are in eV/Å.

Computed properties:
Relative energy (zero: lowest compared OMol25 entry of this formula, charge and spin): 29.8 kcal/mol
Net charge: 0
Strongest force on any atom: 3.46 eV/Å
Frontier orbital gap: 11.45 eV
E_LUMO: 0.23 eV

---

# 9
Formula: H2N2O4P
Source: the OMol25 dataset
Level of theory: ωB97M-V with the def2-TZVPD basis set

The geometry in XYZ format:
```
9
Properties=species:S:1:pos:R:3:forces:R:3:mulliken_charge:R:1
N 0.256536 -0.186825 -0.462560 0.036 0.619 0.688 -0.64
N -0.193679 2.444046 0.409639 0.259 -1.463 -1.214 0.71
O -0.158492 3.592905 0.076765 0.260 1.585 0.209 -0.55
O 2.409272 1.183655 0.252771 -0.592 0.313 0.569 -0.68
O -1.174918 1.943709 0.943025 -0.137 -0.259 0.693 -0.58
O 1.042519 1.732188 -1.888313 -0.225 0.716 -0.637 -0.65
P 1.144246 1.266642 -0.504568 0.470 -1.244 0.014 0.84
H -0.093967 -0.414668 0.470233 0.133 0.068 -0.360 0.28
H -0.529765 0.016346 -1.068301 -0.205 -0.335 0.039 0.28
```
Forces are in eV/Å.

Computed properties:
Relative energy (zero: lowest compared OMol25 entry of this formula, charge and spin): 10.9 kcal/mol
Net charge: -1
Strongest force on any atom: 1.92 eV/Å
Frontier orbital gap: 10.03 eV
E_LUMO: 4.27 eV
SMILES: N[P@@](=O)([O-])[N+](=O)[O-]

---

# 10
Formula: H2N2P
Source: the OMol25 dataset
Level of theory: ωB97M-V with the def2-TZVPD basis set

The geometry in XYZ format:
```
5
Properties=species:S:1:pos:R:3:forces:R:3:mulliken_spin:R:1
N -0.285838 -3.764190 0.208848 -0.096 1.474 -0.058 0.01
N -0.351678 -2.668897 0.150850 0.077 -1.733 0.163 0.00
P -0.773316 0.226075 -0.529613 2.664 -0.844 0.410 1.80
H 0.552040 -0.551037 -0.761193 -1.966 0.942 -0.328 0.12
H -0.609188 0.852202 0.739043 -0.679 0.161 -0.188 0.07
```
Forces are in eV/Å.

Computed properties:
<S²>: 2.00
2S+1: 3
Relative energy (zero: lowest compared OMol25 entry of this formula, charge and spin): 0.0 kcal/mol
Net charge: +1
Strongest force on any atom: 2.82 eV/Å
Frontier orbital gap (alpha / beta): 11.65 / 8.37 eV
E_LUMO (alpha / beta): -5.26 / -10.68 eV

---

# 11
Formula: H2N3O2
Source: the OMol25 dataset
Level of theory: ωB97M-V with the def2-TZVPD basis set

The geometry in XYZ format:
```
7
Properties=species:S:1:pos:R:3:forces:R:3:mulliken_charge:R:1
N 1.246286 -0.335281 0.116443 2.836 1.235 1.005 0.04
N 0.540116 0.280562 -0.728672 -0.602 -3.667 0.743 -0.40
N -1.550069 -0.415532 -0.177304 -2.000 2.164 0.500 -0.03
O -1.894412 0.326381 0.761984 0.523 -1.222 -1.133 -0.35
O 2.330266 0.241334 0.697411 -2.980 -0.757 -1.664 -0.64
H 0.638714 1.234387 -0.877855 1.175 2.774 0.104 0.18
H -1.310899 -1.331849 0.207996 1.047 -0.528 0.445 0.21
```
Forces are in eV/Å.

Computed properties:
Relative energy (zero: lowest compared OMol25 entry of this formula, charge and spin): 74.8 kcal/mol
Net charge: -1
Strongest force on any atom: 3.79 eV/Å
Frontier orbital gap (alpha / beta): 7.91 / 7.91 eV
E_LUMO (alpha / beta): 4.59 / 4.59 eV

---

# 12
Formula: H2N3O2S
Source: the OMol25 dataset
Level of theory: ωB97M-V with the def2-TZVPD basis set

The geometry in XYZ format:
```
8
Properties=species:S:1:pos:R:3:forces:R:3:mulliken_charge:R:1
N 0.014134 -0.104536 0.367241 -1.849 -2.088 -1.396 -0.59
N 1.294779 -0.793781 0.170073 -0.301 1.839 -0.218 0.90
N 2.293715 0.031458 0.094547 2.480 -5.102 -0.741 -0.19
O 1.223791 -2.054499 0.085444 0.802 0.952 0.136 -0.70
O 3.883518 -0.913289 -0.195751 -3.449 1.997 0.672 -0.55
S 2.269736 1.649460 0.092144 -0.193 0.852 -0.001 -0.42
H -0.616593 -0.966106 0.516890 1.352 1.472 0.086 0.30
H -0.342269 0.156895 -0.610368 1.157 0.077 1.460 0.26
```
Forces are in eV/Å.

Computed properties:
Relative energy (zero: lowest compared OMol25 entry of this formula, charge and spin): 113.6 kcal/mol
Net charge: -1
Strongest force on any atom: 5.72 eV/Å
Frontier orbital gap: 7.55 eV
E_LUMO: 3.99 eV

---

# 13
Formula: H2N3S4
Source: the OMol25 dataset
Level of theory: ωB97M-V with the def2-TZVPD basis set

The geometry in XYZ format:
```
9
Properties=species:S:1:pos:R:3:forces:R:3:mulliken_charge:R:1
N -1.254629 1.175051 -0.060337 -0.445 -1.318 0.840 -0.38
N 1.236167 -1.384784 0.300357 -1.817 1.184 0.872 -0.48
N 0.849231 0.489733 -1.461207 0.666 0.068 0.433 -0.09
S -1.734210 -0.414730 0.717918 0.790 0.737 -1.087 0.26
S -0.429030 1.347605 -1.538183 -0.606 -0.675 0.309 0.40
S -0.292356 -0.559784 1.935031 1.253 -0.644 -0.733 0.20
S 1.909419 -0.364558 -0.736903 -0.273 -0.354 0.031 0.44
H -2.169355 1.592848 -0.052548 -0.310 1.210 -0.530 0.33
H 1.884764 -1.881382 0.895871 0.743 -0.208 -0.135 0.33
```
Forces are in eV/Å.

Computed properties:
Relative energy (zero: lowest compared OMol25 entry of this formula, charge and spin): 22.4 kcal/mol
Net charge: +1
Strongest force on any atom: 2.34 eV/Å
Frontier orbital gap (alpha / beta): 6.05 / 6.43 eV
E_LUMO (alpha / beta): -6.89 / -6.71 eV

---

# 14
Formula: H2N4
Source: the OMol25 dataset
Level of theory: ωB97M-V with the def2-TZVPD basis set

The geometry in XYZ format:
```
6
Properties=species:S:1:pos:R:3:forces:R:3:mulliken_charge:R:1
N 0.000178 -0.072627 1.715042 -0.230 0.060 1.104 -0.52
N -0.105472 -0.592800 -1.764892 0.096 1.529 4.039 -0.50
N 0.313447 0.038938 0.526829 1.167 0.431 -0.225 0.29
N -0.188561 -0.050210 -0.552914 -0.604 -0.998 -3.211 0.23
H 0.638958 0.534716 2.269490 -0.172 -0.716 -0.523 0.25
H -0.658549 0.141983 -2.193556 -0.257 -0.306 -1.185 0.25
```
Forces are in eV/Å.

Computed properties:
Relative energy (zero: lowest compared OMol25 entry of this formula, charge and spin): 85.5 kcal/mol
Net charge: 0
Strongest force on any atom: 4.32 eV/Å
Frontier orbital gap: 9.35 eV
E_LUMO: -0.10 eV
SMILES: [H]/N=N/N=N/[H]

---

# 15
Formula: H2NO3PS3
Source: the OMol25 dataset
Level of theory: ωB97M-V with the def2-TZVPD basis set

The geometry in XYZ format:
```
10
Properties=species:S:1:pos:R:3:forces:R:3:mulliken_charge:R:1
N -0.089966 1.468616 -0.736702 -0.198 -0.100 0.113 -0.36
O 0.973506 2.311896 1.476404 0.031 0.523 0.286 -0.46
O -0.823378 0.491738 1.249976 -0.031 -0.031 -0.015 -0.28
O 1.626405 0.107994 0.607313 0.422 -0.057 0.143 -0.51
P -1.440353 0.810858 -0.198585 -0.400 -0.228 0.264 0.81
S -3.242859 0.449397 -0.710282 1.701 0.392 0.305 -0.25
S 0.474620 -2.719670 -0.505798 -0.377 -0.303 0.065 -0.32
S 0.701019 1.170164 0.705153 -1.371 -0.305 -0.956 1.02
H 0.595947 -2.389781 -1.790153 0.064 0.056 -0.198 0.16
H 1.225060 -1.701212 -0.097326 0.158 0.053 -0.007 0.19
```
Forces are in eV/Å.

Computed properties:
Relative energy (zero: lowest compared OMol25 entry of this formula, charge and spin): 10.8 kcal/mol
Net charge: 0
Strongest force on any atom: 1.77 eV/Å
Frontier orbital gap: 8.78 eV
E_LUMO: -1.06 eV

---

# 16
Formula: H2NO3S
Source: the OMol25 dataset
Level of theory: ωB97M-V with the def2-TZVPD basis set

The geometry in XYZ format:
```
7
Properties=species:S:1:pos:R:3:forces:R:3:mulliken_charge:R:1
N -1.734779 0.408043 -0.529048 -0.005 -1.402 -1.440 -0.57
O -2.773925 1.372481 -0.079827 -1.024 2.089 0.443 -0.28
O -4.100911 -0.795668 -0.221065 -0.034 -0.185 -0.463 -0.57
O 0.418804 -0.116425 0.600317 -0.158 0.087 4.455 -0.79
S -2.938239 -0.144742 0.380940 -0.157 -0.522 0.874 0.43
H -0.472825 0.096789 0.253806 -1.361 0.888 0.409 0.53
H 0.760717 -0.259548 -0.207333 2.740 -0.956 -4.277 0.25
```
Forces are in eV/Å.

Computed properties:
Relative energy (zero: lowest compared OMol25 entry of this formula, charge and spin): 94.5 kcal/mol
Net charge: -1
Strongest force on any atom: 5.17 eV/Å
Frontier orbital gap: 7.65 eV
E_LUMO: 4.19 eV

---

# 17
Formula: H2NO3S2
Source: the OMol25 dataset
Level of theory: ωB97M-V with the def2-TZVPD basis set

The geometry in XYZ format:
```
8
Properties=species:S:1:pos:R:3:forces:R:3:mulliken_charge:R:1
N 0.030378 -1.445913 0.149438 2.889 -0.988 3.606 -0.56
O -0.464665 0.781977 -1.485143 0.593 -0.821 1.474 -0.60
O -1.123529 1.951886 0.478025 -0.176 0.400 1.308 -0.59
O -0.883023 -0.517186 0.681730 -0.117 1.093 -1.574 -0.22
S 1.802679 0.760500 0.641415 -1.988 1.063 -0.579 -0.58
S -0.334086 0.871491 -0.019120 1.218 1.053 -1.471 0.91
H -0.023978 -1.549672 -0.817523 -0.863 0.483 -2.134 0.29
H 0.996223 -0.853083 0.371177 -1.556 -2.283 -0.630 0.35
```
Forces are in eV/Å.

Computed properties:
Relative energy (zero: lowest compared OMol25 entry of this formula, charge and spin): 51.2 kcal/mol
Net charge: -1
Strongest force on any atom: 4.73 eV/Å
Frontier orbital gap: 7.99 eV
E_LUMO: 3.61 eV